Record 1
Computed, not measured: a cluster of 8 separate species, C41H43F12N7O3 in total at a distorted geometry, with wB97M-V/def2-TZVPD.

Geometry (Å):
F1 0.707 5.151 5.085
F2 1.477 7.534 3.696
F3 -0.730 5.351 -3.709
F4 2.153 3.415 4.900
F5 3.125 4.398 2.379
F6 3.652 5.445 4.331
F7 0.990 6.274 1.859
F8 -0.603 3.842 -1.919
F9 -2.560 4.095 -3.078
F10 3.963 6.785 1.028
F11 4.154 7.939 3.000
F12 0.644 3.723 3.195
O1 -0.202 10.562 2.171
O2 -1.911 10.066 0.523
O3 -3.361 8.125 0.345
N1 -0.130 -6.410 -6.151
N2 -3.479 -1.982 -2.716
N3 0.886 -3.293 1.087
N4 -0.880 1.019 -2.474
N5 3.480 1.504 1.399
N6 1.476 -5.014 6.988
N7 -3.339 -7.366 -3.238
C1 0.270 -5.592 6.693
C2 -0.911 -0.606 -0.962
C3 -0.610 9.958 1.150
C4 -2.807 -6.381 -2.450
C5 0.171 8.866 0.290
C6 -0.543 6.782 -1.119
C7 -1.425 4.826 -2.580
C8 2.662 8.860 1.314
C9 -1.086 -7.339 -5.837
C10 -4.584 -1.523 -2.052
C11 1.440 -2.229 2.953
C12 -0.338 -1.109 -2.157
C13 -2.265 8.704 0.243
C14 3.471 0.685 0.301
C15 -3.827 -3.053 -3.492
C16 -0.884 8.055 -0.222
C17 3.205 7.518 1.991
C18 1.354 -2.107 1.588
C19 1.455 4.419 4.147
C20 2.077 6.644 2.736
C21 -0.330 -0.083 -3.071
C22 -2.691 -8.548 -2.986
C23 1.003 -3.535 3.289
C24 -1.742 -8.314 -2.022
C25 -0.349 -5.908 7.878
C26 -0.547 -7.548 -8.010
C27 5.297 0.238 1.534
C28 1.630 -4.950 8.347
C29 -1.816 -6.941 -1.681
C30 -1.232 0.711 -1.187
C31 4.593 1.242 2.153
C32 0.664 -4.167 2.117
C33 -5.170 -3.287 -3.315
C34 1.727 8.622 0.037
C35 0.200 -6.527 -7.475
C36 -5.650 -2.317 -2.403
C37 0.513 -5.501 8.926
C38 -1.363 -8.062 -6.971
C39 -1.884 5.978 -1.576
C40 4.586 -0.115 0.360
C41 2.596 5.278 3.390
H1 0.141 7.008 -2.008
H2 -1.069 -1.146 -0.040
H3 3.591 9.444 0.947
H4 4.860 -0.869 -0.363
H5 0.017 -0.043 -4.092
H6 1.586 -1.282 0.931
H7 0.335 -5.599 9.987
H8 -0.042 -5.729 5.669
H9 -1.316 -6.379 7.978
H10 -4.517 -0.674 -1.388
H11 -2.288 5.483 -0.613
H12 1.952 7.591 -0.405
H13 -1.210 -6.419 -0.955
H14 -2.651 6.647 -2.091
H15 0.938 -5.876 -7.921
H16 0.287 -5.161 1.929
H17 0.267 -5.745 -5.508
H18 1.779 -1.463 3.635
H19 -6.662 -2.209 -2.042
H20 -1.681 1.453 -0.544
H21 -1.485 -7.406 -4.835
H22 -1.006 1.917 -2.913
H23 -1.069 -9.050 -1.608
H24 0.028 -2.111 -2.329
H25 2.778 2.192 1.617
H26 4.786 1.789 3.063
H27 -5.742 -4.070 -3.792
H28 2.146 -4.686 6.310
H29 0.028 6.038 -0.435
H30 -2.962 -9.450 -3.514
H31 -3.091 -3.557 -4.101
H32 -2.075 -8.872 -7.046
H33 -3.181 -5.369 -2.503
H34 2.673 0.741 -0.425
H35 0.728 -3.491 0.112
H36 6.222 -0.194 1.886
H37 2.193 9.537 2.124
H38 -0.512 -7.886 -9.035
H39 2.028 9.402 -0.769
H40 0.942 -3.964 4.278
H41 -2.550 -1.590 -2.644
H42 2.519 -4.520 8.783
H43 -4.088 -7.242 -3.899

energy above the lowest of the compared OMol25 structures with the same formula, charge and spin	118.0	kcal per mole
DFT total energy	-92392.2848	eV
E_HOMO	-8.10	eV
gap between HOMO and LUMO	6.64	eV
maximum force	5.77	eV Å⁻¹

***

Record 2
Computed, not measured: an isolated molecule of C4H8O2, with wB97M-V/def2-TZVPD.

Geometry (Å):
O1 1.636 1.328 -0.304
O2 -0.877 1.889 -0.352
C1 0.801 0.366 0.279
C2 -1.805 -0.247 0.043
C3 1.248 -1.031 -0.141
C4 -0.658 0.732 -0.041
H1 -2.624 0.216 0.599
H2 0.885 0.472 1.373
H3 0.525 -1.807 0.129
H4 1.057 2.101 -0.426
H5 2.194 -1.274 0.351
H6 -2.169 -0.412 -0.977
H7 -1.565 -1.216 0.484
H8 1.413 -1.063 -1.222

energy above the lowest of the compared OMol25 structures with the same formula, charge and spin	18.1	kcal per mole
DFT total energy	-8372.4965	eV
E_HOMO	-9.98	eV
gap between HOMO and LUMO	10.82	eV
maximum force	0.45	eV Å⁻¹

***

Record 3
Computed, not measured: a structure of composition C3H2HgO3 at a distorted geometry, with wB97M-V/def2-TZVPD.

Geometry (Å):
Hg1 -2.982 -1.137 4.083
O1 -1.891 -0.300 2.352
O2 1.033 -1.192 -0.317
O3 -1.049 0.794 0.493
C1 1.458 0.453 -2.096
C2 1.393 -0.461 -1.156
C3 -1.397 0.202 1.424
H1 1.356 1.505 -1.833
H2 2.079 0.135 -2.950

energy above the lowest of the compared OMol25 structures with the same formula, charge and spin	14.2	kcal per mole
DFT total energy	-13450.8018	eV
E_HOMO (alpha / beta)	-11.85 / -11.85	eV
spin multiplicity	2
gap between HOMO and LUMO (alpha / beta)	7.46 / 3.03	eV
maximum force	3.26	eV Å⁻¹
charge	+1

***

Record 4
Computed, not measured: a cluster of 7 separate species, C41H95N2O14S in total at a distorted geometry, with wB97M-V/def2-TZVPD.

Geometry (Å):
S1 -1.416 0.432 -3.854
O1 -6.570 8.322 3.221
O2 3.660 -1.189 2.376
O3 2.668 -6.394 -2.925
O4 -7.979 -0.355 -0.663
O5 4.025 -2.845 4.805
O6 3.480 -8.501 0.657
O7 7.723 4.312 2.971
O8 -5.803 6.794 0.800
O9 -4.430 -1.359 -3.731
O10 5.855 2.149 3.749
O11 6.142 0.141 -1.977
O12 3.372 1.103 -1.550
O13 1.771 -10.654 1.762
O14 2.515 -3.436 -2.896
N1 -7.402 1.605 -1.955
N2 -2.793 1.110 -2.939
C1 -0.087 1.930 -1.055
C2 -3.160 0.012 -1.953
C3 -3.781 1.934 2.043
C4 -2.482 2.397 -2.230
C5 -0.957 2.818 -2.095
C6 -2.304 1.599 1.525
C7 2.065 -5.612 -1.899
C8 2.054 -10.185 3.073
C9 4.087 -6.305 -2.908
C10 -5.273 1.866 -3.423
C11 7.115 4.360 1.690
C12 -9.908 0.547 -1.839
C13 1.327 -9.612 0.897
C14 4.439 -1.487 4.665
C15 -1.452 2.876 1.081
C16 2.896 -0.213 -1.793
C17 -3.493 -1.390 -2.637
C18 -6.356 0.902 -2.748
C19 5.780 1.297 -1.226
C20 4.840 -3.739 4.060
C21 1.484 -4.319 -2.458
C22 -4.269 -0.247 -4.627
C23 -5.049 5.911 1.617
C24 3.519 -0.726 3.718
C25 -0.033 2.538 0.427
C26 4.621 -9.328 0.840
C27 6.527 3.022 4.655
C28 -5.364 9.066 3.119
C29 6.734 1.200 3.161
C30 -7.138 6.967 1.280
C31 2.434 -9.167 -0.049
C32 2.652 -3.426 -4.310
C33 4.414 1.126 -0.574
C34 -3.933 1.165 -3.931
C35 -8.350 0.557 -1.452
C36 6.769 4.389 4.028
C37 -6.857 2.238 -0.709
C38 5.981 0.331 -3.375
C39 -7.300 8.301 1.996
C40 2.588 -2.032 1.981
C41 -6.943 3.852 -0.944
H1 3.559 -2.875 -4.561
H2 -0.356 0.826 -1.062
H3 4.223 1.988 0.073
H4 -7.003 9.133 1.349
H5 1.795 -2.918 -4.765
H6 4.946 -3.416 3.020
H7 7.621 1.679 2.738
H8 -5.135 2.760 -2.735
H9 7.035 0.459 3.908
H10 -5.935 0.064 -2.104
H11 4.468 -6.777 -3.815
H12 -5.589 10.134 3.045
H13 -5.108 6.188 2.673
H14 1.121 -9.934 3.588
H15 4.484 -6.842 -2.041
H16 5.135 -9.472 -0.116
H17 4.376 -1.033 5.658
H18 4.352 -10.298 1.265
H19 0.938 -8.764 1.472
H20 -5.781 2.289 -4.368
H21 -4.487 2.094 1.158
H22 -7.488 4.025 -1.943
H23 -7.412 1.973 0.242
H24 4.988 0.719 -3.617
H25 -2.010 3.551 0.336
H26 2.022 -8.444 -0.758
H27 -3.037 3.299 -2.682
H28 6.301 3.634 1.602
H29 -2.409 0.798 0.714
H30 2.236 -0.182 -2.663
H31 -2.279 -0.183 -1.237
H32 2.321 -0.567 -0.930
H33 -4.184 1.020 2.612
H34 7.466 2.579 5.003
H35 4.367 -4.722 4.072
H36 4.427 -5.267 -2.887
H37 6.736 5.367 1.493
H38 -1.723 1.093 2.382
H39 -4.769 8.752 2.258
H40 5.872 3.144 5.523
H41 0.503 -10.022 0.305
H42 5.481 -1.427 4.334
H43 6.105 -0.635 -3.867
H44 -3.995 0.410 -1.268
H45 0.943 -3.803 -1.659
H46 -2.560 -1.992 -2.946
H47 -5.289 -0.093 -5.139
H48 -0.410 2.977 -3.096
H49 5.301 -8.824 1.529
H50 -3.849 2.866 2.696
H51 1.250 -6.211 -1.482
H52 -1.255 3.516 2.007
H53 4.387 0.226 0.049
H54 5.807 2.196 -1.852
H55 -8.354 8.436 2.253
H56 2.550 -10.987 3.621
H57 -5.726 2.023 -0.632
H58 7.875 4.121 0.943
H59 -7.521 4.388 -0.127
H60 6.748 1.016 -3.750
H61 -4.005 5.962 1.303
H62 0.774 -4.525 -3.267
H63 5.830 4.831 3.678
H64 -10.094 0.317 -2.936
H65 2.777 -5.406 -1.093
H66 -10.421 -0.294 -1.247
H67 7.190 5.054 4.787
H68 -3.547 1.827 -4.794
H69 -3.982 -2.033 -1.814
H70 0.992 1.989 -1.458
H71 2.414 -2.830 2.707
H72 6.532 1.413 -0.441
H73 2.826 -10.014 -0.621
H74 2.847 -2.484 1.022
H75 6.198 0.689 2.359
H76 -2.911 2.305 -1.165
H77 2.477 -0.789 4.050
H78 -10.379 1.518 -1.476
H79 2.714 -9.314 3.056
H80 -4.781 8.894 4.026
H81 1.674 -1.440 1.855
H82 -3.554 -0.503 -5.494
H83 0.440 1.717 1.087
H84 -7.793 6.957 0.403
H85 0.682 3.421 0.463
H86 -7.432 6.135 1.929
H87 -0.963 3.872 -1.621
H88 -5.405 4.883 1.483
H89 -1.102 1.295 -4.893
H90 3.808 0.330 3.721
H91 2.738 -4.439 -4.713
H92 5.828 -3.820 4.524
H93 -6.909 0.378 -3.614
H94 -5.902 4.305 -1.089
H95 3.713 -0.907 -2.002

energy above the lowest of the compared OMol25 structures with the same formula, charge and spin	91.6	kcal per mole
DFT total energy	-86519.2644	eV
E_HOMO	-10.44	eV
gap between HOMO and LUMO	7.26	eV
maximum force	4.40	eV Å⁻¹
charge	+1

***

Record 5
Computed, not measured: a structure of composition C11H15AlF10NO7S at a distorted geometry, with wB97M-V/def2-TZVPD.

Geometry (Å):
S1 0.323 0.157 0.982
Al1 -1.219 -1.221 2.182
F1 4.646 7.113 -0.382
F2 -0.650 -1.083 -1.639
F3 4.679 7.134 -2.544
F4 2.375 -1.302 0.061
F5 0.416 -3.118 0.341
F6 -0.598 -3.588 -1.518
F7 1.241 -1.523 -2.621
F8 1.561 -3.723 -1.398
F9 1.828 0.417 -1.153
F10 2.786 7.055 -1.495
O1 -3.806 -2.036 1.683
O2 -0.430 1.195 0.292
O3 3.754 4.599 -0.340
O4 -1.809 -3.458 4.018
O5 4.379 4.476 -2.514
O6 -0.206 -2.446 3.058
O7 1.406 0.586 1.858
N1 -0.697 -3.050 4.150
C1 4.056 6.626 -1.481
C2 0.594 -1.538 -1.439
C3 1.334 -0.613 -0.443
C4 -4.999 -1.675 1.032
C5 -5.618 -2.767 0.164
C6 -4.872 -3.086 -1.130
C7 5.092 2.584 0.011
C8 0.496 -3.028 -0.991
C9 3.710 3.150 -0.214
C10 4.095 5.076 -1.517
C11 -2.597 -1.897 0.912
H1 -2.362 -2.853 0.424
H2 5.734 2.755 -0.854
H3 -5.713 -3.674 0.773
H4 5.012 1.511 0.181
H5 3.239 2.730 -1.100
H6 -6.640 -2.445 -0.079
H7 -5.482 -3.711 -1.789
H8 -1.810 -0.198 3.234
H9 5.554 3.042 0.886
H10 -2.756 -1.154 0.114
H11 -3.946 -3.630 -0.936
H12 -5.707 -1.414 1.826
H13 -4.841 -0.767 0.425
H14 3.062 2.963 0.639
H15 -4.615 -2.170 -1.670

DFT total energy	-72081.0798	eV
E_HOMO	-5.91	eV
gap between HOMO and LUMO	8.57	eV
maximum force	1.09	eV Å⁻¹
charge	-1

***

Record 6
Computed, not measured: a structure of composition C6H3FO12Zr at a distorted geometry, with wB97M-V/def2-TZVPD.

Geometry (Å):
Zr1 -0.812 2.320 -2.138
F1 3.233 -3.996 3.588
O1 2.306 2.515 -2.756
O2 -3.853 5.457 0.904
O3 -2.980 4.873 -1.001
O4 -3.233 0.708 -3.459
O5 0.718 -1.377 1.462
O6 2.002 3.704 -1.286
O7 -1.674 -0.364 -3.587
O8 1.553 -2.447 3.221
O9 1.683 4.228 -2.975
O10 -2.596 3.713 0.521
O11 -1.939 1.023 -4.744
O12 1.051 -3.619 1.436
C1 -3.212 4.746 0.184
C2 1.050 -2.423 2.011
C3 -2.590 0.077 -4.319
C4 2.610 3.692 -2.400
C5 1.884 -3.768 3.558
C6 1.235 -4.584 2.418
H1 1.414 -4.057 4.498
H2 1.838 -5.414 2.049
H3 0.312 -5.005 2.816

energy above the lowest of the compared OMol25 structures with the same formula, charge and spin	640.0	kcal per mole
DFT total energy	-34811.5472	eV
E_HOMO	0.02	eV
gap between HOMO and LUMO	3.00	eV
maximum force	15.20	eV Å⁻¹
charge	-2